Record 1
{
  "formula": "C8H11NSe",
  "method": "wB97M-V/def2-TZVPD",
  "elements": ["C", "C", "C", "C", "C", "C", "C", "N", "Se", "C", "H", "H", "H", "H", "H", "H", "H", "H", "H", "H", "H"],
  "xyz": [[-0.51632, 2.04678, 0.24776], [0.35437, 0.83819, 0.01269], [-0.18252, -0.37895, -0.26432], [-1.59235, -0.67898, 0.21776], [0.69855, -1.53560, -0.67409], [1.83462, -1.92768, 0.32551], [2.78160, -2.88627, -0.13647], [3.47653, -3.74024, -0.39750], [2.92200, -0.38818, 0.99320], [1.79750, 1.06537, 0.00880], [-0.74466, 2.58389, -0.69822], [0.01325, 2.65014, 0.93802], [-1.55517, 1.71583, 0.43582], [-2.22534, -0.66762, -0.64084], [-1.91421, -0.09980, 1.06674], [-1.70343, -1.63986, 0.54248], [0.11747, -2.38975, -0.93492], [1.22480, -1.38373, -1.59014], [1.34294, -2.32688, 1.21448], [2.00099, 1.12085, -1.08780], [2.08691, 2.00785, 0.31910]],
  "lowdin_charge": [-0.035, -0.349, -0.226, -0.045, -0.151, -0.553, -0.342, 0.167, 0.998, -0.367, 0.101, 0.067, 0.072, 0.082, 0.078, 0.043, 0.111, 0.109, 0.102, 0.105, 0.032],
  "gap_ev": 9.4,
  "charge": 0,
  "smiles": "CC1=C(C)C[C@@H](C#N)[Se]C1",
  "total_energy_ha": -2767.5420,
  "relative_energy_kcal_mol": 3.9
}

=====

Record 2
{
  "formula": "C3H9ClS2",
  "method": "wB97M-V/def2-TZVPD",
  "elements": ["C", "S", "C", "C", "S", "H", "H", "H", "H", "H", "H", "H", "H", "Cl", "H"],
  "xyz": [[0.72453, 1.44427, 0.47099], [-0.69743, 1.15871, -0.44825], [-0.81321, -0.52566, -0.09800], [-2.18350, -1.10306, -0.23293], [-3.76070, -0.17060, 0.34199], [0.60697, 2.58513, 0.42874], [1.73574, 1.06193, -0.13058], [0.66215, 0.91872, 1.62165], [-0.37797, -0.87220, 0.95494], [-0.16211, -1.20214, -0.94573], [-2.33723, -2.04065, 0.37421], [-2.34955, -1.08831, -1.39267], [-3.59640, 1.07775, -0.43703], [6.00828, -0.18748, 0.08970], [6.54043, -1.05640, -0.59705]],
  "lowdin_charge": [-0.524, 0.757, -0.696, -0.634, 0.547, 0.027, 0.094, 0.114, 0.111, 0.146, 0.071, 0.087, -0.100, 0.303, -0.304],
  "gap_ev": 9.3,
  "charge": 0,
  "smiles": "CSCCS.Cl",
  "total_energy_ha": -1376.1636,
  "relative_energy_kcal_mol": 0.0
}

=====

> What is the formula in the first record?

C8H11NSe